1.
{"formula": "C30H17N3O11V", "method": "the ωB97M-V functional and the def2-TZVPD basis", "symbols": ["C", "C", "H", "H", "C", "H", "O", "O", "H", "C", "C", "N", "C", "O", "C", "N", "H", "C", "O", "C", "C", "C", "O", "H", "O", "H", "H", "H", "H", "C", "C", "O", "V", "C", "C", "H", "H", "C", "C", "O", "C", "C", "C", "C", "H", "C", "H", "C", "C", "N", "C", "C", "H", "O", "C", "H", "H", "C", "O", "C", "C", "O"], "coordinates": [[2.17109, -3.24005, 0.62130], [-4.83401, -0.44398, 0.01124], [-1.86382, 0.41593, 2.70815], [2.67192, -3.60077, -0.26796], [-5.84178, -0.95269, -0.76926], [-2.88959, 2.44325, -0.80930], [-1.65659, -0.94631, -3.50959], [0.97833, 0.78075, 0.04180], [-1.19980, -0.50235, 4.91088], [1.16872, -2.31701, 0.50605], [-2.56344, 4.30764, 0.18546], [-6.61825, -1.82952, -2.92450], [0.27125, -1.80879, 4.09481], [-6.01444, -0.69482, 1.95917], [-4.26582, -1.19871, -2.58090], [-5.18430, -0.02538, 1.37349], [4.27596, -1.05372, 1.08232], [-5.54375, -1.31428, -2.07239], [4.88555, -2.30863, 4.78293], [-1.19028, 2.36760, 0.51984], [-2.26866, 2.98382, -0.10534], [-0.72813, 4.37758, 1.73908], [-6.33536, -2.14467, -4.06252], [3.57182, -0.26506, 5.20095], [-0.91186, -0.17041, -1.57347], [3.43382, -4.36771, 1.96804], [-0.12768, 4.91927, 2.45931], [1.92366, 1.49980, 4.50778], [0.59164, -2.19141, 5.05671], [3.38032, -0.04916, 4.15796], [-0.45395, -0.78379, 1.62911], [-2.56661, 0.11128, 0.33563], [-0.72691, 0.46111, 0.11342], [-0.71179, -0.86684, 4.01628], [-1.87974, -0.62631, -2.37278], [-6.84129, -1.06106, -0.37605], [-4.04245, -1.48802, -3.59771], [-3.24699, -0.71183, -1.77942], [2.58838, -3.69875, 1.88734], [-4.65125, 0.96968, 1.81409], [-1.79717, 5.00117, 1.11276], [4.04151, -0.79341, 3.19424], [4.94602, -1.99019, 3.57926], [2.33639, 0.57955, 0.16266], [-2.03586, 6.03107, 1.34695], [-0.40802, 3.05852, 1.43832], [2.30469, -3.57240, 3.99299], [0.53187, -1.80639, 1.66237], [0.91263, -2.30720, 2.93179], [2.10895, 1.11821, 2.50109], [3.76792, -0.50463, 1.86287], [-3.50413, -0.31905, -0.45074], [-3.40077, 4.79096, -0.30182], [5.56501, -2.50593, 2.63207], [2.45213, 0.90660, 3.76753], [0.44185, 2.57618, 1.91129], [0.87080, -1.95879, -0.47318], [1.96160, -3.25317, 3.01610], [3.01686, 0.49574, -0.81123], [2.77440, 0.41619, 1.57977], [-1.08907, -0.34078, 2.75791], [-7.73176, -1.90897, -2.44087]], "forces_ev_per_a": [[-0.007, -0.004, -0.002], [-0.009, 0.013, 0.022], [0.002, 0.000, 0.003], [-0.002, 0.000, 0.001], [-0.001, -0.016, -0.022], [0.000, 0.000, -0.001], [0.004, -0.016, -0.005], [-0.026, -0.001, -0.026], [-0.006, -0.002, -0.001], [0.008, 0.010, -0.003], [0.000, -0.002, -0.006], [-0.001, -0.002, 0.003], [0.005, 0.018, 0.010], [-0.014, 0.002, 0.012], [0.009, 0.003, 0.000], [0.012, -0.005, -0.022], [0.000, -0.002, 0.002], [-0.014, 0.001, 0.010], [0.010, -0.001, -0.024], [0.003, 0.005, -0.013], [-0.001, -0.003, -0.002], [0.001, -0.003, 0.004], [0.002, -0.001, -0.001], [0.007, 0.000, -0.002], [0.006, 0.020, -0.032], [0.000, 0.007, 0.000], [-0.001, 0.000, -0.001], [0.003, 0.001, -0.001], [-0.004, -0.001, 0.000], [-0.003, -0.005, 0.005], [-0.004, 0.033, -0.035], [0.017, -0.022, -0.026], [0.024, -0.017, 0.110], [-0.012, 0.003, -0.021], [-0.004, 0.011, 0.006], [0.002, 0.002, 0.004], [0.001, 0.000, -0.001], [0.000, -0.007, -0.014], [0.003, -0.013, 0.005], [-0.010, 0.008, 0.018], [0.000, 0.001, 0.003], [-0.001, 0.003, -0.005], [-0.007, -0.002, 0.028], [-0.013, -0.036, 0.025], [0.000, -0.002, 0.000], [-0.002, 0.006, 0.000], [-0.004, 0.002, -0.001], [-0.020, 0.005, 0.002], [0.012, -0.010, 0.006], [-0.008, 0.001, 0.001], [-0.005, -0.010, -0.006], [-0.001, 0.006, 0.019], [0.001, 0.001, 0.000], [0.003, -0.004, 0.001], [-0.017, -0.007, -0.006], [0.004, -0.004, 0.000], [0.001, -0.002, -0.004], [0.004, -0.004, -0.006], [0.021, 0.016, -0.016], [0.006, 0.032, 0.003], [0.022, -0.007, 0.005], [0.000, 0.001, 0.001]], "lowdin_charge": [-0.052, -0.043, 0.105, 0.112, 0.089, 0.106, 0.129, -0.151, 0.105, -0.035, -0.081, -0.358, -0.019, 0.085, 0.089, -0.340, 0.131, -0.123, -0.051, -0.169, -0.081, -0.075, 0.081, 0.114, -0.090, 0.114, 0.104, 0.105, 0.121, -0.002, -0.121, -0.157, 1.098, -0.064, -0.485, 0.136, 0.138, -0.028, -0.056, 0.105, -0.088, -0.106, -0.707, -0.428, 0.100, -0.074, 0.123, -0.165, -0.156, 0.115, 0.054, -0.224, 0.103, -0.041, -0.127, 0.079, 0.112, -0.018, 0.167, -0.205, -0.074, 0.072], "e_homo_ev": -5.73, "largest_force_ha_per_bohr": 0.0022, "lumo_energy_ev": 0.23, "charge": -1, "mol_weight_da": 646.420, "e_above_lowest_kj_mol": 35.9}

---

2.
{"formula": "C3H10NOS", "method": "the ωB97M-V functional and the def2-TZVPD basis", "symbols": ["H", "O", "C", "H", "H", "H", "H", "C", "N", "H", "H", "H", "S", "H", "C", "H"], "coordinates": [[1.47229, -1.40281, 1.25693], [0.48465, 2.24954, -0.43937], [-0.52796, 1.97583, 0.49919], [1.08303, -3.19290, -0.18174], [0.31495, -1.86874, -1.22740], [-1.15588, 2.87263, 0.60721], [1.58133, -0.58899, -0.03205], [0.44924, -2.24478, -0.20609], [0.93721, -1.10171, 0.52952], [1.18204, 1.53741, -0.50744], [-1.75295, 0.31260, 1.09168], [-0.57208, -2.53699, 0.03717], [-1.48058, 0.29740, -1.30100], [-0.18717, 1.84813, 1.46950], [-1.27599, 0.62516, 0.25511], [-0.55213, 1.21822, -1.85122]], "forces_ev_per_a": [[1.495, -0.801, 2.981], [0.303, -0.747, -0.388], [0.501, -1.051, -0.639], [-0.596, 1.436, -0.140], [0.402, -0.712, -0.181], [-0.415, -0.512, -0.660], [0.538, 0.228, -0.591], [-0.198, -0.993, -1.471], [-1.816, 0.974, -1.268], [-1.102, 1.094, 0.669], [-1.707, -1.831, 2.033], [0.025, -0.002, 0.687], [-0.195, -0.998, -1.378], [1.401, -0.158, 1.986], [2.213, 4.528, -2.556], [-0.850, -0.455, 0.917]], "lowdin_charge": [0.047, -0.090, -0.270, 0.116, 0.047, 0.161, 0.064, -0.180, -0.022, 0.123, 0.068, 0.069, 1.083, 0.101, -0.342, 0.026], "e_homo_ev": [-14.15, -14.15], "largest_force_ha_per_bohr": 0.1099, "lumo_energy_ev": [-6.13, -6.13], "charge": 1, "mol_weight_da": 108.186, "e_above_lowest_kj_mol": 301.6}

---

3.
{"formula": "C19H15BFNO10S", "method": "the ωB97M-V functional and the def2-TZVPD basis", "symbols": ["C", "C", "H", "C", "H", "O", "N", "F", "H", "H", "H", "C", "C", "O", "H", "C", "C", "C", "C", "B", "C", "H", "O", "C", "C", "H", "H", "H", "O", "S", "O", "H", "C", "O", "O", "O", "C", "C", "H", "H", "O", "C", "C", "C", "O", "H", "C", "H"], "coordinates": [[-0.93732, -2.09962, -0.78776], [-1.08003, 1.71887, -3.02998], [-3.22861, -2.10342, -0.11914], [1.03644, -0.04924, -1.23022], [-3.11316, -0.45189, -3.82065], [-5.01329, 1.43308, -3.65776], [4.63674, 4.18696, 0.09301], [3.26462, -1.45327, 2.70010], [-3.07650, -0.16369, 1.25463], [4.79484, 0.83750, 4.09189], [-2.88745, -3.50624, 1.55390], [3.60977, -0.11879, 2.13918], [-2.13452, -2.02442, 0.32958], [-0.15545, -5.19591, 2.85369], [-5.22583, 2.34005, -1.22635], [0.44257, 2.31412, -2.83159], [-1.53806, 0.26822, -2.33477], [1.47370, 1.41503, -1.91031], [2.24291, -0.79589, -0.35654], [-4.20276, 1.02132, -2.45726], [3.41075, 4.86326, 0.14223], [-1.19364, -2.82464, -1.70078], [-1.98001, -3.25481, 1.17518], [3.54491, 1.72790, -0.05390], [-3.10056, -0.18708, -2.66030], [5.47468, 3.30083, 2.98332], [-1.81326, 2.37019, -3.69439], [-1.11713, -0.06085, 1.22819], [-4.43569, 1.69801, -1.13405], [-0.91004, -4.83024, 4.06618], [3.78539, 2.55034, -2.56452], [0.83821, 3.31805, -3.29084], [4.85347, 2.51039, 2.34566], [-0.90650, -5.96454, 5.00802], [-2.29944, -4.50033, 3.69972], [2.24325, 5.55858, 0.19388], [4.44664, 1.03906, 2.97226], [-2.04776, -0.75650, 1.36345], [-3.46060, -1.11750, -2.04934], [-4.49047, 2.12916, -4.16865], [-0.27875, -3.66028, 4.70349], [3.02048, 1.98357, -1.62181], [4.37385, 2.84835, 0.80734], [-0.48458, -0.65767, -1.42274], [2.53593, -2.09667, -0.41879], [-0.01403, -2.62791, -0.24459], [3.13601, 0.24422, 0.60188], [-2.03975, -1.17567, 2.48023]], "forces_ev_per_a": [[0.650, -0.165, -0.187], [3.223, -1.650, 2.135], [2.283, 0.534, 0.441], [-1.483, 1.797, -1.331], [-0.033, 0.356, 2.497], [2.395, 0.900, 1.609], [-7.483, 2.189, 1.712], [1.360, 4.969, -1.796], [2.394, -0.824, 0.149], [-0.966, 0.297, -2.801], [2.205, 0.438, -0.278], [0.441, 2.290, -1.685], [-0.364, -0.983, 1.443], [0.573, -0.153, -0.577], [1.927, -1.546, 0.071], [-1.027, -4.327, 2.081], [2.656, 1.427, 0.229], [-2.021, -0.519, -0.378], [1.016, -3.938, -0.075], [-0.707, 1.445, 0.901], [-2.403, 1.336, 0.417], [0.292, 1.654, 2.000], [-1.664, 1.426, -1.680], [0.406, -0.762, 2.434], [1.005, 0.041, -0.550], [-1.623, -2.011, -1.590], [1.524, -1.672, 1.594], [-1.842, -1.252, 0.062], [-1.285, -0.562, -3.952], [-0.282, -0.313, 0.125], [-4.616, -3.020, 5.613], [-0.995, -2.240, 0.997], [-2.313, -2.657, -2.627], [0.062, -0.545, 0.445], [-1.079, 0.274, -0.276], [9.772, -5.597, -0.604], [-0.651, 0.437, -2.430], [-0.992, -0.021, 0.493], [1.039, 1.646, -1.065], [-1.052, -1.478, 0.979], [0.469, 0.764, 0.262], [1.887, 1.153, -2.530], [-1.196, -3.960, 1.245], [1.062, 3.160, -1.615], [-1.964, 7.929, 0.414], [-1.966, 1.425, -1.111], [1.202, 1.648, 1.390], [0.165, 0.657, -2.598]], "lowdin_charge": [-0.106, -0.020, 0.125, 0.026, 0.124, -0.012, 0.066, -0.032, 0.076, 0.100, 0.106, -0.027, -0.361, -0.417, 0.118, -0.014, -0.056, -0.035, -0.191, -0.417, -0.043, 0.135, -0.132, 0.019, -0.082, 0.095, 0.084, 0.073, 0.027, 0.125, -0.070, 0.090, -0.020, -0.456, -0.466, -0.009, -0.007, -0.061, 0.103, 0.105, -0.434, -0.216, -0.176, -0.022, -0.016, 0.143, 0.047, 0.114], "e_homo_ev": 0.05, "largest_force_ha_per_bohr": 0.2193, "lumo_energy_ev": 1.88, "charge": -2, "mol_weight_da": 479.203}

---

Calculated total energy
In order: -84064.2300; -17636.3322; -56118.3997
Unit: eV